(1)
Here is a structure of composition C24H26N4O3S3Ti from the OMol25 dataset. Energies are from the ωB97M-V functional and the def2-TZVPD basis.

Kohn-Sham gap (alpha / beta), eV: 4.7 / 7.8
Maximum force, eV/Å: 3.0
Multiplicity: 3
HOMO (alpha / beta), eV: -4.8 / -8.1
Net charge: 0
Expectation value of S²: 2.032

Last column: Löwdin spin population.
Element x y z (Å)
1 Ti -0.70 -0.44 0.00  0.776
2 O -3.89 -1.24 -2.28  0.016
3 C -3.06 -0.89 -1.44  0.008
4 N -1.74 -0.78 -1.60  0.001
5 C -1.07 -1.49 -2.66  0.007
6 C -0.07 -2.39 -1.96  0.052
7 C 0.65 -3.38 -2.58  -0.006
8 C 1.48 -4.21 -1.82  0.068
9 C 1.54 -4.00 -0.44  -0.005
10 C 0.81 -2.98 0.11  0.057
11 N 0.03 -2.15 -0.62  0.011
12 C -3.41 -0.63 0.00  0.042
13 C -4.66 -0.25 0.45  -0.005
14 C -4.91 -0.21 1.81  0.044
15 C -3.90 -0.62 2.69  -0.003
16 C -2.68 -0.99 2.17  0.040
17 N -2.41 -0.96 0.86  -0.001
18 H -1.79 -2.09 -3.24  0.002
19 H -0.56 -0.80 -3.34  0.002
20 H 0.55 -3.52 -3.65  -0.002
21 H 2.04 -5.01 -2.29  0.005
22 H 2.14 -4.64 0.18  -0.002
23 H 0.80 -2.79 1.18  0.002
24 H -5.42 0.01 -0.27  -0.001
25 H -5.87 0.11 2.20  0.003
26 H -4.07 -0.66 3.75  -0.001
27 H -1.87 -1.33 2.82  0.002
28 C 1.94 2.92 -1.49  0.002
29 C 2.68 1.79 -2.18  0.001
30 S 1.82 0.17 -1.98  0.007
31 C 3.24 -0.90 -1.56  0.001
32 C 3.82 -0.72 -0.16  0.001
33 S 2.49 -0.55 1.11  0.003
34 C 2.94 1.00 1.95  0.001
35 C 3.03 2.24 1.07  0.001
36 S 1.44 2.58 0.23  0.009
37 H 0.99 3.10 -1.98  0.001
38 H 2.54 3.83 -1.52  0.000
39 H 3.69 1.66 -1.78  0.000
40 H 2.75 1.99 -3.25  0.000
41 H 4.02 -0.73 -2.31  0.000
42 H 2.85 -1.90 -1.67  0.000
43 H 4.46 0.16 -0.08  0.000
44 H 4.41 -1.60 0.10  0.000
45 H 3.87 0.85 2.49  0.000
46 H 2.12 1.12 2.67  0.000
47 H 3.81 2.16 0.32  0.000
48 H 3.26 3.10 1.71  0.000
49 O -0.64 1.50 3.26  0.106
50 C -0.69 1.14 2.09  0.070
51 O -0.09 0.08 1.62  0.010
52 C -1.44 1.88 1.04  0.182
53 C -2.27 2.97 1.29  0.009
54 C -2.88 3.61 0.23  0.156
55 C -2.61 3.16 -1.08  0.070
56 C -1.76 2.10 -1.26  0.069
57 N -1.17 1.44 -0.24  0.175
58 H -2.42 3.27 2.31  -0.003
59 H -3.56 4.44 0.39  0.010
60 H -3.07 3.64 -1.93  0.002
61 H -1.52 1.74 -2.26  0.004

***

(2)
Here is a structure of composition C12H33MnNO16S4 from the OMol25 dataset. Energies are from the ωB97M-V functional and the def2-TZVPD basis.

Kohn-Sham gap (alpha / beta), eV: 8.0 / 7.8
Maximum force, eV/Å: 5.1
Multiplicity: 6
HOMO (alpha / beta), eV: -8.3 / -8.3
Net charge: 0
Expectation value of S²: 8.754

Last column: Löwdin spin population.
Element x y z (Å)
1 Mn -1.33 -0.04 -2.24  4.690
2 N -3.75 -2.20 -1.32  0.004
3 O -4.85 -1.81 -0.84  0.006
4 O -2.94 -1.38 -1.75  0.045
5 O -3.58 -3.38 -1.39  0.005
6 O -0.50 -0.16 -0.49  0.127
7 H -0.45 0.48 0.24  0.011
8 O -0.08 1.63 -2.71  0.038
9 S 0.38 3.01 -2.84  0.009
10 O 1.37 3.36 -3.86  0.004
11 O -1.03 3.86 -3.07  0.002
12 C -0.98 5.24 -3.34  0.000
13 C -2.37 5.65 -3.66  0.000
14 C 0.76 3.63 -1.08  0.002
15 H -0.18 5.66 -3.94  0.000
16 H -0.70 5.59 -2.34  0.000
17 H -2.38 6.71 -3.90  0.000
18 H -3.15 5.17 -3.07  0.000
19 H -2.65 5.25 -4.64  0.000
20 H 1.59 3.00 -0.75  0.000
21 H -0.14 3.44 -0.50  0.000
22 H 0.90 4.71 -1.08  0.000
23 O 0.51 0.29 3.21  0.000
24 S 1.75 0.60 2.43  0.000
25 O 1.84 1.71 1.46  0.000
26 O 2.97 0.84 3.49  0.000
27 C 4.19 1.51 3.11  0.000
28 C 4.36 2.79 3.90  0.000
29 C 2.34 -0.98 1.62  0.001
30 H 4.06 1.78 2.06  0.000
31 H 5.06 0.85 3.12  0.000
32 H 5.29 3.34 3.74  0.000
33 H 4.33 2.42 4.92  0.000
34 H 3.54 3.50 3.78  0.000
35 H 3.41 -1.17 1.68  0.000
36 H 2.11 -0.86 0.56  0.000
37 H 1.85 -1.87 2.03  0.000
38 O -4.06 -4.35 5.07  0.000
39 S -2.95 -3.42 5.02  0.000
40 O -1.54 -3.85 4.78  0.000
41 O -3.32 -2.27 3.93  0.000
42 C -2.29 -1.45 3.36  0.000
43 C -2.88 -0.35 2.47  0.000
44 C -3.09 -2.30 6.55  0.000
45 H -1.70 -2.16 2.79  0.000
46 H -1.59 -1.03 4.07  0.000
47 H -3.61 0.29 2.98  0.000
48 H -3.34 -0.97 1.70  0.000
49 H -2.17 0.38 2.09  0.000
50 H -2.55 -1.36 6.46  0.000
51 H -2.76 -2.79 7.47  0.000
52 H -4.17 -2.26 6.68  0.000
53 O 2.50 -2.30 -2.28  0.004
54 S 1.07 -2.45 -2.69  0.008
55 O 0.21 -1.31 -2.95  0.038
56 O 1.10 -3.43 -4.03  0.004
57 C 1.41 -2.81 -5.31  0.000
58 C 2.77 -2.92 -5.70  0.000
59 C 0.11 -3.62 -1.61  0.001
60 H 1.17 -1.75 -5.30  0.000
61 H 0.86 -3.36 -6.07  0.000
62 H 3.17 -3.93 -5.84  0.000
63 H 3.58 -2.33 -5.28  0.000
64 H 2.67 -2.52 -6.71  0.000
65 H -0.66 -3.04 -1.09  0.000
66 H 0.78 -4.02 -0.85  0.000
67 H -0.27 -4.46 -2.19  0.000

***

Values for ΔE to the lowest compared entry with this formula, charge and spin, kcal per mole, ordered as above
63.1, 107.7